The following is a DFT calculation (ωB97M-V with the def2-TZVPD basis set) of a structure of composition C59H48BrCl8GeN3OP2SW.

The geometry in XYZ format:
```
125
Properties=species:S:1:pos:R:3:forces:R:3:lowdin_charge:R:1
W -0.228 -0.008 0.053 -0.070 0.300 -0.681 1.013
Cl -2.585 1.001 2.977 0.013 0.019 0.039 0.794
C -3.096 -0.168 1.827 0.005 0.054 -0.025 -0.688
C -2.261 -0.478 0.762 0.402 0.162 0.003 -0.387
C -2.820 -1.272 -0.208 -0.136 -0.202 -0.134 -0.656
Cl -1.809 -1.361 -1.656 0.182 0.102 0.011 0.834
C -4.057 -1.888 -0.160 0.044 0.014 -0.044 -0.702
Cl -4.599 -2.877 -1.443 0.018 0.009 0.004 0.766
C -4.823 -1.649 0.982 -0.043 -0.010 0.020 -0.689
Cl -6.341 -2.401 1.152 0.025 0.004 -0.007 0.782
C -4.353 -0.759 1.961 -0.023 0.007 0.033 -0.694
Cl -5.323 -0.413 3.321 -0.005 -0.006 -0.005 0.771
O -3.459 5.348 -0.452 0.049 0.022 0.046 0.164
C -2.848 4.182 -0.482 0.031 -0.084 -0.012 -0.266
C -3.271 3.080 -1.241 0.027 0.000 -0.029 0.062
C -2.550 1.912 -1.206 -0.082 0.144 -0.015 -0.112
N -1.435 1.779 -0.463 -0.256 -0.030 0.198 -0.189
C -1.092 2.827 0.287 0.010 0.054 -0.039 -0.639
Br 0.287 2.277 1.459 -0.349 -0.121 -0.182 1.070
C -1.710 4.038 0.327 0.046 -0.030 0.034 0.037
H -4.256 5.378 -0.999 -0.050 0.000 -0.037 0.151
H -4.163 3.133 -1.850 -0.023 0.014 -0.013 0.142
H -2.863 1.054 -1.781 0.007 -0.029 0.003 0.101
H -1.375 4.836 0.975 -0.016 0.041 0.001 0.148
C 4.091 3.476 -5.967 -0.010 0.028 -0.035 -0.394
S 5.118 2.323 -5.036 -0.011 0.014 0.015 0.833
C 4.249 0.781 -5.404 -0.015 -0.013 -0.023 -0.482
C 2.997 0.527 -4.563 0.019 0.021 -0.045 -0.243
C 3.350 0.499 -3.087 0.048 -0.034 0.034 -0.238
N 2.211 0.179 -2.193 -0.094 0.060 0.081 -0.428
P 2.429 -0.466 -0.628 -0.063 -0.096 0.009 0.973
C 3.043 -2.139 -0.982 -0.041 0.026 0.040 -0.347
C 2.759 -2.722 -2.219 -0.004 -0.005 -0.073 -0.106
C 3.388 -3.894 -2.608 -0.019 -0.034 0.041 -0.065
C 4.294 -4.509 -1.755 0.022 0.027 0.024 -0.068
C 4.537 -3.968 -0.500 0.087 0.045 -0.063 -0.082
C 3.915 -2.792 -0.111 0.089 0.117 -0.039 -0.110
C 3.858 0.411 0.068 0.036 0.046 -0.067 -0.327
C 3.688 1.444 0.985 -0.226 -0.062 0.018 -0.174
C 4.761 2.196 1.430 -0.035 -0.016 -0.021 -0.050
C 6.033 1.933 0.943 -0.003 -0.027 -0.047 -0.026
C 6.221 0.918 0.013 0.003 0.039 0.040 -0.027
C 5.147 0.160 -0.423 -0.122 -0.062 0.120 -0.068
P 0.793 1.058 -2.146 -0.169 -0.163 0.197 0.924
C 1.203 2.803 -2.318 0.010 0.040 -0.040 -0.322
C 1.965 3.392 -1.304 0.052 -0.107 0.117 -0.118
C 2.416 4.694 -1.426 -0.015 -0.018 -0.011 -0.038
C 2.116 5.427 -2.567 -0.016 -0.020 -0.010 -0.027
C 1.390 4.842 -3.594 0.017 0.008 0.025 -0.048
C 0.944 3.534 -3.481 -0.006 0.011 0.040 -0.082
C -0.254 0.577 -3.538 0.066 0.023 -0.042 -0.387
C -1.308 1.372 -3.993 -0.030 0.012 0.014 -0.125
C -2.140 0.920 -5.006 0.013 0.020 -0.004 -0.038
C -1.932 -0.325 -5.581 0.015 0.002 0.011 -0.030
C -0.887 -1.124 -5.136 0.000 0.019 0.003 -0.045
C -0.060 -0.679 -4.118 -0.002 -0.012 0.050 -0.151
H 4.534 4.463 -5.847 0.009 -0.001 0.004 0.041
H 3.069 3.508 -5.592 -0.007 -0.012 0.001 0.008
H 4.095 3.222 -7.025 0.004 -0.003 0.002 0.047
H 4.971 -0.023 -5.247 0.021 0.016 0.024 0.081
H 3.995 0.770 -6.464 0.010 -0.010 -0.003 0.088
H 2.560 -0.430 -4.862 0.025 0.021 -0.022 0.108
H 2.250 1.300 -4.771 0.023 -0.011 0.023 0.096
H 3.777 1.458 -2.783 0.013 -0.010 -0.031 0.094
H 4.110 -0.265 -2.917 -0.029 -0.029 -0.031 0.112
H 2.084 -2.236 -2.909 0.057 -0.011 0.037 0.072
H 3.180 -4.320 -3.580 -0.002 -0.003 -0.020 0.121
H 4.802 -5.412 -2.066 0.011 -0.009 -0.002 0.125
H 5.229 -4.449 0.177 0.020 -0.008 0.015 0.123
H 4.142 -2.370 0.855 0.078 0.108 0.091 0.081
H 2.696 1.659 1.370 0.334 -0.112 -0.132 -0.004
H 4.609 2.985 2.154 -0.009 0.031 0.030 0.120
H 6.876 2.518 1.282 0.025 0.006 0.012 0.124
H 7.209 0.715 -0.375 0.016 -0.009 -0.004 0.125
H 5.326 -0.630 -1.137 -0.015 -0.111 -0.016 0.110
H 2.249 2.817 -0.429 -0.041 0.110 -0.182 0.039
H 3.016 5.131 -0.640 0.017 0.017 0.021 0.120
H 2.467 6.445 -2.664 0.010 0.023 -0.001 0.125
H 1.183 5.399 -4.498 -0.003 0.010 -0.013 0.124
H 0.424 3.091 -4.316 -0.034 -0.037 -0.029 0.099
H -1.475 2.358 -3.580 -0.006 -0.006 0.019 0.096
H -2.942 1.552 -5.363 -0.018 0.010 -0.007 0.123
H -2.574 -0.667 -6.381 -0.016 -0.012 -0.011 0.125
H -0.713 -2.091 -5.588 0.005 -0.022 -0.007 0.123
H 0.748 -1.309 -3.776 -0.066 0.035 -0.026 0.069
Cl -0.288 -4.837 -1.807 0.033 0.032 0.066 0.682
C 0.189 -4.714 -0.100 -0.118 -0.200 0.042 -1.564
Cl 1.771 -5.407 0.164 -0.168 -0.003 0.000 0.777
Cl -1.023 -5.466 0.933 0.039 0.032 -0.037 0.737
C 0.191 -3.266 0.204 -0.257 0.380 -0.270 -0.293
N 0.023 -2.132 0.274 0.599 -0.256 0.310 -0.045
C 4.601 -3.311 3.405 -0.006 0.017 -0.012 -0.051
C 4.663 -1.924 3.447 0.013 -0.027 -0.084 -0.050
C 3.551 -1.167 3.107 0.041 0.036 0.000 -0.109
C 2.349 -1.775 2.730 -0.011 -0.005 -0.018 -0.309
C 2.304 -3.170 2.709 -0.065 -0.011 0.024 -0.150
C 3.418 -3.932 3.031 -0.018 -0.009 0.028 -0.074
Ge 0.647 -0.800 2.680 0.092 -0.324 0.642 0.975
C -0.600 -2.124 3.443 0.065 -0.026 0.078 -0.304
C -0.203 -2.475 4.742 0.015 0.076 0.002 -0.116
C -0.898 -3.420 5.479 -0.012 0.010 -0.006 -0.042
C -2.009 -4.047 4.932 0.017 -0.009 -0.016 -0.047
C -2.393 -3.739 3.638 -0.025 0.008 -0.002 -0.084
C -1.689 -2.794 2.899 -0.061 0.066 -0.073 -0.158
C 0.810 0.675 3.981 -0.067 0.024 -0.047 -0.388
C -0.155 0.791 4.985 0.084 -0.004 -0.006 -0.160
C -0.038 1.745 5.985 0.017 0.030 0.005 -0.043
C 1.042 2.617 6.000 -0.004 -0.006 -0.026 -0.044
C 2.010 2.519 5.012 -0.031 0.019 0.012 -0.058
C 1.894 1.557 4.019 0.224 -0.001 -0.163 -0.194
H 5.461 -3.902 3.689 0.007 -0.010 -0.003 0.121
H 5.573 -1.430 3.763 0.000 0.000 -0.004 0.119
H 3.630 -0.094 3.186 0.040 -0.134 -0.034 0.071
H 1.367 -3.684 2.518 0.017 0.016 0.003 0.077
H 3.349 -5.012 3.029 -0.001 -0.034 -0.005 0.114
H 0.667 -2.015 5.196 0.020 0.054 0.010 0.114
H -0.570 -3.665 6.480 0.005 0.000 0.013 0.120
H -2.560 -4.780 5.505 -0.009 -0.007 0.011 0.120
H -3.244 -4.238 3.192 -0.020 -0.010 -0.005 0.113
H -2.014 -2.611 1.885 0.013 0.023 0.021 0.061
H -1.002 0.125 5.012 -0.054 -0.124 -0.006 0.070
H -0.791 1.800 6.760 -0.005 0.006 0.009 0.121
H 1.134 3.357 6.782 0.001 0.013 0.017 0.120
H 2.866 3.180 5.022 0.023 0.016 0.015 0.115
H 2.694 1.501 3.283 -0.269 0.050 0.238 0.047
```
Forces are in eV/Å.

Its expectation value of S² is 0.77. The value obtained for the lowest unoccupied orbital energy (alpha / beta) is -8.707 / -9.302 eV. The HOMO-LUMO gap (alpha / beta) is 5.483 / 4.887 eV. The net charge is +3. As for the spin multiplicity: 2. Its HOMO energy (alpha / beta) is -14.19 / -14.19 eV. As for the total energy: -11996.1715 hartree.